Computed, not measured: the molecule C8H10FNO at a distorted geometry, with ωB97M-V/def2-TZVPD.

Last column: Mulliken charge in e.
Cartesian coordinates (Å):
1 C 0.685 1.752 0.080  -0.41
2 C 2.011 1.363 0.475  -1.03
3 C -0.689 -1.480 -0.023  0.68
4 C 1.385 -0.645 -0.931  -0.87
5 C 2.463 0.156 -0.136  0.77
6 C -0.384 0.921 -0.148  0.83
7 C -1.502 -1.308 1.196  -1.17
8 C -1.786 1.303 -0.310  -1.52
9 N 0.034 -0.390 -0.389  0.15
10 O -0.526 -2.538 -0.612  -0.63
11 F 3.082 -0.643 0.772  -0.32
12 H 0.436 2.826 0.291  0.30
13 H 1.239 -0.242 -1.963  0.37
14 H 1.534 -1.683 -0.851  0.38
15 H 3.361 0.309 -0.718  0.29
16 H -0.725 -1.544 1.916  0.31
17 H -2.234 -2.213 1.289  0.26
18 H -1.963 -0.369 1.311  0.48
19 H -2.179 1.874 0.494  0.39
20 H -2.413 0.425 -0.559  0.42
21 H -1.828 2.124 -1.186  0.32

Output
LUMO energy (alpha / beta) = -0.966 / -0.864 eV
energy relative to the best compared isomer or geometry (same formula, charge and spin) = 2.900 eV
HOMO-LUMO gap (alpha / beta) = 7.3399 / 7.1326 eV
total charge = 0



Computed, not measured: the molecule C5H7F3N2 at a distorted geometry, with ωB97M-V/def2-TZVPD.

Last column: Mulliken charge in e.
Cartesian coordinates (Å):
1 C -0.289 -1.466 0.764  0.66
2 C 0.367 -0.745 1.614  -0.42
3 C -0.655 -0.845 -0.619  0.05
4 C 1.824 0.528 -0.761  -0.74
5 C -1.565 1.210 0.202  -0.77
6 N 0.687 1.237 -0.358  -0.65
7 N -0.482 0.646 -0.576  0.55
8 F -0.905 -2.692 0.784  -0.29
9 F 1.006 -1.065 2.738  -0.22
10 F 0.265 -1.265 -1.556  -0.29
11 H -1.677 -1.258 -0.810  0.33
12 H 2.151 -0.390 -0.256  0.31
13 H 1.857 0.576 -1.972  0.25
14 H 2.686 1.167 -0.368  0.33
15 H -1.342 2.359 0.084  0.28
16 H -2.605 1.059 -0.158  0.28
17 H -1.325 0.944 1.248  0.38

Output
LUMO energy (alpha / beta) = -0.146 / -1.564 eV
energy relative to the best compared isomer or geometry (same formula, charge and spin) = 6.495 eV
HOMO-LUMO gap (alpha / beta) = 9.8727 / 6.2923 eV
total charge = 0



Computed, not measured: C3H10N2O3 as an isolated structure at a distorted geometry, with ωB97M-V/def2-TZVPD.

Last column: Mulliken charge in e.
Cartesian coordinates (Å):
1 C 1.210 -1.130 -0.885  -0.74
2 N -1.731 -0.922 -0.776  -0.23
3 N -2.425 -0.746 0.260  -0.20
4 O 0.248 -0.812 0.082  -0.51
5 H -1.577 -1.913 -0.997  0.26
6 H -1.923 0.292 0.798  0.46
7 H -2.624 -1.565 0.843  0.23
8 H 1.184 -0.435 -1.735  0.33
9 H 2.221 -1.103 -0.456  0.23
10 H 1.040 -2.148 -1.262  0.28
11 C 1.344 1.363 1.050  -1.33
12 C 0.036 1.007 0.404  0.97
13 O -0.046 1.493 -0.868  -0.49
14 O -1.018 1.044 1.148  -0.69
15 H -0.888 1.195 -1.246  0.40
16 H 2.169 1.246 0.351  0.34
17 H 1.489 0.729 1.920  0.30
18 H 1.292 2.405 1.370  0.39

Output
LUMO energy (alpha / beta) = -0.120 / -0.121 eV
energy relative to the best compared isomer or geometry (same formula, charge and spin) = 4.425 eV
HOMO-LUMO gap (alpha / beta) = 8.8694 / 8.8681 eV
total charge = 0



Computed, not measured: the molecule H4OP2 at a distorted geometry, with ωB97M-V/def2-TZVPD.

Last column: Mulliken charge in e.
Cartesian coordinates (Å):
1 O -0.453 0.796 -2.345  -0.54
2 P 0.003 0.097 -1.158  0.25
3 P -1.505 -0.260 0.495  -0.11
4 H 0.335 -1.202 -1.579  0.08
5 H 1.541 0.475 -0.679  0.12
6 H -1.619 1.180 0.735  0.11
7 H -0.299 -0.572 1.244  0.10

Output
LUMO energy = 0.007 eV
energy relative to the best compared isomer or geometry (same formula, charge and spin) = 0.358 eV
HOMO-LUMO gap = 10.1133 eV
SMILES string = O=[PH2]P
total charge = 0



Computed, not measured: a 2-piece molecular cluster, C4H13N2O overall, with ωB97M-V/def2-TZVPD.

Last column: Mulliken charge in e.
Cartesian coordinates (Å):
1 C -0.232 -1.451 -1.767  -0.38
2 O -0.708 -0.405 -1.045  -0.83
3 C -0.974 -2.756 -1.468  -1.17
4 H 0.857 -1.663 -1.583  0.21
5 H -0.296 -1.263 -2.868  0.22
6 H -0.666 -3.588 -2.118  0.37
7 H -2.046 -2.601 -1.597  0.27
8 H -0.811 -3.047 -0.428  0.26
9 C -0.156 1.942 0.985  -0.37
10 C 1.106 1.121 1.204  -0.30
11 N 1.259 0.776 2.629  -0.66
12 N -0.257 2.244 -0.451  -0.84
13 H -1.005 1.333 1.332  0.25
14 H -0.079 2.859 1.578  0.39
15 H 1.044 0.245 0.551  0.10
16 H 1.948 1.738 0.888  0.32
17 H 2.090 0.208 2.758  0.23
18 H 0.488 0.185 2.901  0.23
19 H -0.478 1.318 -0.882  0.48
20 H -1.085 2.808 -0.619  0.22

Output
LUMO energy = 4.239 eV
energy relative to the best compared isomer or geometry (same formula, charge and spin) = 0.541 eV
HOMO-LUMO gap = 7.1336 eV
total charge = -1



Computed, not measured: the molecule C4H5BrN2 at a distorted geometry, with ωB97M-V/def2-TZVPD.

Last column: Mulliken charge in e.
Cartesian coordinates (Å):
1 C 1.206 1.636 0.951  -0.06
2 C -0.249 1.659 0.850  -0.18
3 C 1.802 0.701 0.246  -0.21
4 C -0.268 -1.316 -0.920  -0.66
5 N -0.793 0.781 0.088  -0.53
6 N -0.039 0.058 -0.642  0.05
7 Br 3.393 0.095 -0.373  -0.05
8 H 1.665 2.351 1.616  0.38
9 H -0.860 2.376 1.363  0.41
10 H -1.250 -1.423 -1.389  0.29
11 H 0.497 -1.650 -1.619  0.26
12 H -0.245 -1.942 -0.021  0.29

Output
LUMO energy = 0.369 eV
energy relative to the best compared isomer or geometry (same formula, charge and spin) = 3.617 eV
HOMO-LUMO gap = 8.4847 eV
total charge = 0



Computed, not measured: C15H51ClN15O14 as an isolated structure at a distorted geometry, with ωB97M-V/def2-TZVPD.

Last column: Mulliken charge in e.
Cartesian coordinates (Å):
1 Cl -0.523 -0.680 0.002  0.19
2 O -1.676 -0.322 0.836  -1.10
3 O 0.369 0.435 0.040  0.09
4 O 0.066 -1.904 0.444  -0.12
5 O -1.008 -0.783 -1.358  0.08
6 C -2.405 -0.089 -5.785  -0.89
7 C -2.093 -1.299 -4.915  -0.05
8 O -0.696 -1.387 -4.629  -0.57
9 H -3.481 -0.052 -5.986  0.33
10 H -1.932 -0.304 -6.744  0.32
11 H -2.154 0.839 -5.278  0.13
12 H -2.384 -2.207 -5.448  0.41
13 H -2.654 -1.190 -3.981  0.05
14 H -0.632 -1.072 -3.723  0.20
15 C 1.713 0.178 3.712  -0.80
16 C 1.470 1.638 4.036  0.41
17 O 1.635 1.848 5.446  -0.59
18 H 1.555 -0.010 2.649  -0.03
19 H 0.971 -0.490 4.159  0.24
20 H 2.686 -0.215 4.004  0.41
21 H 0.464 1.882 3.680  -0.26
22 H 2.251 2.253 3.578  0.28
23 H 1.623 2.805 5.541  0.32
24 C 3.009 2.866 -2.818  0.49
25 O 4.204 3.140 -2.777  -0.71
26 N 2.241 2.499 -1.747  0.01
27 N 2.201 3.232 -3.867  -0.32
28 H 1.252 2.409 -1.898  0.19
29 H 2.738 2.358 -0.874  -0.02
30 H 2.590 3.532 -4.742  0.18
31 H 1.221 2.988 -3.895  0.39
32 C 3.814 -4.567 0.597  0.40
33 O 4.446 -5.532 1.036  -0.69
34 N 4.416 -3.406 0.246  -0.16
35 N 2.453 -4.536 0.575  -0.31
36 H 3.828 -2.622 0.026  0.09
37 H 5.403 -3.340 0.098  0.18
38 H 2.058 -5.421 0.838  0.18
39 H 1.933 -3.680 0.510  0.29
40 C 4.523 0.917 0.565  0.66
41 O 3.965 2.009 0.632  -0.71
42 N 5.577 0.550 1.380  -0.45
43 N 3.983 -0.126 -0.108  0.14
44 H 5.971 -0.364 1.419  0.14
45 H 5.942 1.333 1.896  0.23
46 H 3.082 -0.005 -0.544  -0.13
47 H 4.514 -0.963 -0.184  0.05
48 C 2.533 -1.485 -2.661  0.32
49 O 3.611 -1.590 -3.258  -0.75
50 N 1.703 -0.448 -2.790  0.33
51 N 2.053 -2.452 -1.847  -0.07
52 H 2.030 0.437 -3.136  -0.08
53 H 0.761 -0.402 -2.440  -0.29
54 H 2.636 -3.269 -1.784  0.38
55 H 1.082 -2.439 -1.588  -0.07
56 C -1.470 2.055 -2.840  0.20
57 O -0.265 2.161 -3.078  -0.73
58 N -2.016 1.202 -1.949  0.05
59 N -2.370 2.795 -3.573  -0.46
60 H -1.375 0.534 -1.540  -0.34
61 H -3.011 1.120 -1.907  0.24
62 H -1.962 3.251 -4.368  0.28
63 H -3.326 2.886 -3.293  0.16
64 C -3.422 -4.059 -0.107  0.48
65 O -4.281 -4.941 -0.176  -0.73
66 N -2.492 -3.915 0.860  -0.15
67 N -3.262 -3.156 -1.100  -0.26
68 H -1.778 -3.215 0.942  0.05
69 H -2.575 -4.579 1.611  0.19
70 H -3.922 -3.152 -1.851  0.15
71 H -2.517 -2.495 -0.977  0.22
72 C -2.213 -1.849 4.935  0.54
73 O -1.612 -2.567 5.733  -0.69
74 N -2.980 -0.807 5.334  -0.30
75 N -2.151 -2.002 3.583  -0.16
76 H -3.499 -0.196 4.734  0.23
77 H -3.087 -0.632 6.316  0.20
78 H -2.492 -1.255 3.005  0.40
79 H -1.606 -2.715 3.147  0.06
80 C -3.706 2.766 2.450  -2.00
81 C -2.667 1.961 1.664  0.68
82 C -1.247 2.352 2.097  -0.29
83 O -1.055 3.752 1.977  -0.54
84 C -0.681 4.188 0.668  -0.48
85 N -2.966 0.556 1.951  -1.02
86 H -3.594 2.618 3.528  0.33
87 H -4.718 2.493 2.153  0.46
88 H -3.598 3.835 2.262  0.37
89 H -2.765 2.278 0.624  0.30
90 H -0.529 1.807 1.472  0.13
91 H -1.120 2.167 3.165  0.44
92 H -1.458 4.043 -0.084  0.16
93 H 0.224 3.616 0.446  0.15
94 H -0.389 5.235 0.654  0.38
95 H -2.744 0.351 2.923  -0.50
96 H -2.243 0.012 1.468  1.83

Output
LUMO energy = 1.986 eV
HOMO-LUMO gap = 8.3246 eV
total charge = -1



Computed, not measured: a 9-piece molecular cluster, C44H115N9O13 overall at a distorted geometry, with ωB97M-V/def2-TZVPD.

Last column: Mulliken charge in e.
Cartesian coordinates (Å):
1 C 9.661 27.012 11.078  -0.88
2 O 10.460 25.822 10.997  -0.37
3 C 10.764 25.250 12.279  -0.87
4 C 11.752 24.055 12.087  -0.10
5 C 12.112 23.477 13.454  -0.99
6 N 12.874 24.584 11.322  -0.26
7 H 8.689 26.798 11.507  0.35
8 H 9.538 27.333 10.072  0.28
9 H 10.066 27.850 11.633  0.36
10 H 11.354 25.974 12.884  0.28
11 H 9.792 24.948 12.740  0.51
12 H 11.249 23.326 11.467  0.38
13 H 12.835 22.635 13.276  0.00
14 H 11.221 23.003 13.904  0.58
15 H 12.547 24.244 14.076  0.24
16 H 13.258 23.809 10.772  0.24
17 H 12.522 25.249 10.671  0.14
18 C 17.279 26.551 7.399  -0.80
19 O 18.303 26.250 8.294  -0.39
20 C 17.996 24.956 8.871  -0.24
21 C 19.139 24.493 9.745  0.66
22 C 20.454 24.432 8.961  -1.55
23 N 18.797 23.139 10.380  -0.05
24 H 16.279 26.393 7.813  0.23
25 H 17.216 25.900 6.497  0.34
26 H 17.332 27.579 7.123  0.33
27 H 17.066 24.979 9.546  0.10
28 H 17.806 24.215 8.118  0.49
29 H 19.233 25.068 10.627  -0.20
30 H 21.196 24.002 9.656  0.38
31 H 20.754 25.402 8.559  0.32
32 H 20.304 23.671 8.139  0.36
33 H 17.785 23.250 10.601  -0.28
34 H 18.781 22.368 9.646  0.26
35 C 19.553 22.470 19.076  -0.59
36 O 19.493 21.141 18.598  -0.51
37 C 18.727 20.930 17.529  0.37
38 C 17.249 20.580 17.928  0.73
39 C 17.124 19.506 18.947  -1.62
40 N 16.575 20.173 16.659  0.38
41 H 20.470 22.610 19.626  0.29
42 H 18.697 22.635 19.714  0.31
43 H 19.483 23.166 18.250  0.08
44 H 18.594 21.841 16.874  0.14
45 H 19.121 20.078 16.954  -0.50
46 H 16.716 21.441 18.244  0.29
47 H 17.789 19.661 19.760  0.46
48 H 17.473 18.600 18.433  0.17
49 H 16.072 19.470 19.277  0.31
50 H 17.211 19.637 16.076  -0.75
51 H 15.851 19.515 16.847  0.31
52 C 22.999 23.627 16.996  -0.78
53 O 22.929 23.695 15.537  -0.45
54 C 21.611 23.916 15.140  0.25
55 C 21.451 23.517 13.718  1.13
56 C 21.846 24.659 12.869  -1.49
57 N 20.082 23.194 13.418  0.75
58 H 22.435 24.418 17.446  0.35
59 H 23.989 23.494 17.327  0.40
60 H 22.534 22.738 17.403  0.20
61 H 20.885 23.347 15.803  -0.33
62 H 21.277 24.992 15.282  0.24
63 H 22.026 22.552 13.584  -0.19
64 H 22.878 24.934 13.016  0.48
65 H 21.190 25.491 13.028  0.19
66 H 21.754 24.455 11.863  0.20
67 H 19.647 22.520 14.044  -0.69
68 H 19.995 22.882 12.447  -0.37
69 C 15.864 19.435 13.245  -0.46
70 O 16.380 20.727 13.498  0.58
71 C 16.007 21.691 12.554  -1.60
72 C 16.411 23.060 13.103  2.21
73 C 16.018 23.310 14.548  1.48
74 N 16.025 23.969 12.061  0.32
75 H 16.257 19.000 12.295  -0.09
76 H 14.797 19.575 13.117  0.49
77 H 16.246 18.813 14.118  -0.27
78 H 16.585 21.421 11.673  -0.01
79 H 14.940 21.483 12.312  0.36
80 H 17.497 23.132 13.170  -0.65
81 H 14.954 23.557 14.617  -0.18
82 H 16.485 24.154 15.140  -1.04
83 H 16.212 22.449 15.232  -0.76
84 H 15.041 24.093 12.000  0.04
85 H 16.400 24.923 12.172  -0.28
86 C 14.489 24.330 17.528  -0.48
87 O 14.282 22.985 17.950  -0.41
88 C 13.649 22.137 16.931  1.39
89 C 13.077 20.915 17.492  -1.62
90 N 11.870 20.925 18.285  -0.16
91 C 11.937 21.254 19.671  -0.28
92 C 10.899 22.216 20.221  -0.78
93 O 11.128 23.498 19.725  -0.38
94 C 10.547 23.696 18.486  -0.32
95 H 13.685 24.823 16.924  0.29
96 H 15.366 24.446 16.926  -0.17
97 H 14.488 24.917 18.398  0.52
98 H 14.437 21.745 16.333  -0.50
99 H 12.977 22.785 16.339  0.02
100 H 13.911 20.455 18.063  0.34
101 H 12.880 20.223 16.698  0.58
102 H 11.331 20.137 18.092  0.27
103 H 12.938 21.737 19.754  0.15
104 H 11.924 20.358 20.316  0.39
105 H 10.974 22.246 21.290  0.40
106 H 9.912 21.927 19.974  0.39
107 H 11.167 23.213 17.660  -0.01
108 H 10.463 24.809 18.306  0.21
109 H 9.467 23.281 18.398  0.28
110 C 13.141 27.687 9.994  -0.79
111 O 14.359 28.208 10.463  -0.47
112 C 15.017 27.318 11.358  0.78
113 C 16.431 27.769 11.308  -1.05
114 N 17.267 26.932 12.188  -0.08
115 C 17.031 27.284 13.607  -1.34
116 C 17.994 26.407 14.475  0.98
117 O 17.521 26.464 15.777  -0.46
118 C 18.256 25.788 16.809  -0.63
119 H 13.349 26.790 9.358  0.24
120 H 12.713 28.447 9.422  0.47
121 H 12.514 27.378 10.790  0.28
122 H 14.904 26.320 10.994  -0.10
123 H 14.662 27.377 12.420  0.04
124 H 16.480 28.842 11.597  0.28
125 H 16.866 27.768 10.289  0.18
126 H 18.221 26.910 11.894  0.23
127 H 16.110 26.895 13.835  0.47
128 H 17.093 28.366 13.843  0.31
129 H 19.031 26.701 14.306  0.49
130 H 17.788 25.429 14.050  -0.68
131 H 18.771 24.924 16.328  0.08
132 H 17.623 25.359 17.551  0.26
133 H 18.928 26.559 17.224  0.39
134 C 15.440 18.056 8.902  -0.62
135 O 16.637 17.395 8.714  -0.46
136 C 17.663 17.911 9.584  -0.39
137 C 17.868 17.055 10.811  0.74
138 N 18.246 15.689 10.303  -0.29
139 C 18.651 14.757 11.299  -0.39
140 C 19.001 13.483 10.549  -0.66
141 O 17.910 13.238 9.745  -0.30
142 C 18.022 12.108 8.883  -0.78
143 H 14.703 17.800 8.102  0.30
144 H 15.683 19.148 8.691  0.27
145 H 14.927 17.944 9.885  0.20
146 H 17.486 18.987 9.782  0.05
147 H 18.589 17.864 9.019  0.40
148 H 16.921 16.963 11.429  0.20
149 H 18.597 17.448 11.496  -0.61
150 H 17.511 15.276 9.735  0.33
151 H 17.943 14.616 12.083  0.29
152 H 19.570 15.138 11.717  0.16
153 H 19.023 12.577 11.206  0.43
154 H 19.905 13.597 9.915  0.32
155 H 17.018 12.064 8.415  0.22
156 H 18.255 11.301 9.559  0.30
157 H 18.741 12.255 8.091  0.31
158 C 16.910 16.220 15.917  -1.05
159 O 17.907 16.954 15.231  0.23
160 C 19.149 16.590 15.661  -0.76
161 C 20.219 17.250 14.892  -0.75
162 N 19.816 18.673 14.890  0.72
163 C 20.798 19.683 14.469  0.13
164 C 21.552 19.400 13.170  -1.11
165 O 20.645 18.948 12.149  -0.34
166 C 19.872 19.986 11.544  0.27
167 H 16.927 16.554 16.976  0.27
168 H 17.106 15.098 15.937  0.36
169 H 15.950 16.398 15.442  0.30
170 H 19.190 15.477 15.684  0.43
171 H 19.315 16.850 16.705  0.32
172 H 20.409 16.816 13.929  0.30
173 H 21.104 17.113 15.506  0.33
174 H 18.982 18.712 14.331  -0.28
175 H 21.533 19.827 15.268  0.61
176 H 20.263 20.677 14.379  -0.54
177 H 22.265 18.564 13.410  0.34
178 H 22.097 20.247 12.812  0.50
179 H 19.346 20.493 12.279  0.02
180 H 19.154 19.572 10.842  -0.53
181 H 20.563 20.711 11.079  0.39

Output
LUMO energy = 0.464 eV
energy relative to the best compared isomer or geometry (same formula, charge and spin) = 3.515 eV
HOMO-LUMO gap = 8.7097 eV
SMILES string = COC[C@H](C)N.COC[C@H](C)N.COC[C@H](C)N.COC[C@H](C)N.COC[C@H](C)N.COCCNCCOC.COCCNCCOC.COCCNCCOC.COCCNCCOC
total charge = 0